1.
# C34H32BrMoN6O2

A structure of composition C34H32BrMoN6O2 (ωB97M-V/def2-TZVPD, the OMol25 dataset).

Atoms and positions in Å:
Mo -0.09 1.00 0.13
C 2.87 1.45 1.01
N 1.52 1.66 1.59
C 1.35 0.89 2.84
C -0.11 0.86 3.18
C -0.60 0.75 4.46
C -1.98 0.70 4.65
C -2.82 0.78 3.55
C -2.26 0.88 2.29
N -0.93 0.93 2.11
C 1.30 3.11 1.84
C 1.04 3.79 0.53
C 1.40 5.09 0.27
C 1.08 5.65 -0.96
C 0.42 4.86 -1.90
C 0.10 3.56 -1.57
N 0.40 3.03 -0.37
C 2.87 0.22 0.16
C 4.01 -0.50 -0.13
C 3.92 -1.57 -1.01
C 2.69 -1.91 -1.55
C 1.59 -1.17 -1.19
N 1.67 -0.12 -0.35
H 3.63 1.41 1.79
H 3.11 2.31 0.37
H 1.94 1.32 3.66
H 1.72 -0.13 2.66
H 0.08 0.70 5.30
H -2.39 0.63 5.65
H -3.89 0.76 3.66
H -2.87 0.94 1.40
H 2.15 3.55 2.37
H 0.42 3.21 2.48
H 1.93 5.67 1.02
H 1.35 6.67 -1.19
H 0.15 5.25 -2.87
H -0.42 2.91 -2.27
H 4.96 -0.22 0.30
H 4.81 -2.14 -1.27
H 2.58 -2.74 -2.24
H 0.60 -1.40 -1.56
O -4.94 1.42 -2.98
C -3.88 1.27 -3.82
C -3.95 1.51 -5.19
C -2.83 1.30 -5.98
C -1.64 0.85 -5.43
C -1.57 0.62 -4.07
C -2.68 0.83 -3.25
C -2.62 0.60 -1.77
O -1.44 1.01 -1.20
N -2.77 -0.86 -1.48
N -2.07 -1.42 -0.55
C -2.30 -2.70 -0.30
C -1.62 -3.41 0.70
Br -0.31 -2.45 1.68
C -1.94 -4.73 0.93
C -1.52 -5.75 1.82
C -2.17 -7.00 1.66
C -1.86 -8.07 2.47
C -0.89 -7.92 3.46
C -0.23 -6.69 3.63
C -0.53 -5.62 2.83
H -5.71 1.75 -3.47
H -4.87 1.86 -5.62
H -2.90 1.49 -7.04
H -0.77 0.69 -6.06
H -0.64 0.27 -3.62
H -3.47 1.09 -1.29
H -3.49 -1.39 -1.99
H -3.06 -3.25 -0.86
H -2.72 -5.07 0.24
H -2.93 -7.10 0.90
H -2.37 -9.01 2.34
H -0.64 -8.75 4.10
H 0.52 -6.60 4.40
H -0.02 -4.69 2.98

The LUMO energy (alpha / beta) is -8.25 / -10.21 eV. The expectation value of S² is 2.070. Its multiplicity is 3. Its HOMO energy (alpha / beta) is -15.32 / -15.32 eV. Its net charge is +3. Its HOMO-LUMO gap (alpha / beta) is 7.1 / 5.1 eV.

Results of the Löwdin charge analysis, in e, for atoms 1 through 6: number 1, Mo, carries 1.613; number 2, C, carries -0.085; number 3, N, carries -0.281; number 4, C, carries -0.102; number 5, C, carries -0.288; number 6, C, carries 0.025

2.
# C2H6N4

An isolated molecule of C2H6N4 at a distorted geometry (ωB97M-V/def2-TZVPD, the OMol25 dataset).

Atoms and positions in Å:
C 1.32 0.41 0.07
C -0.58 -0.91 -0.09
H -0.27 2.01 0.95
H -0.84 2.15 -0.85
H 1.54 1.39 0.31
H 1.54 -1.57 -0.33
H 0.26 -1.77 -0.18
H -2.27 -1.97 0.47
N -0.93 1.54 -0.01
N -0.05 0.41 -0.33
N 2.13 -0.69 -0.01
N -1.84 -0.99 0.01

The LUMO energy is 0.56 eV. Its multiplicity is 1. Its HOMO energy is -9.27 eV. Its net charge is 0. Its HOMO-LUMO gap is 9.8 eV. As for the SMILES: [H]/N=C\N(N)/C=N/[H].

Results of the Löwdin charge analysis, in e, for atoms 1 through 6: number 1, C, carries -0.213; number 2, C, carries -0.303; number 3, H, carries 0.185; number 4, H, carries 0.083; number 5, H, carries 0.068; number 6, H, carries 0.027

3.
# C20H33BrCoN2O5SSb2

A structure of composition C20H33BrCoN2O5SSb2 (ωB97M-V/def2-TZVPD, the OMol25 dataset).

Atoms and positions in Å:
Co -0.41 -1.60 -0.06
C -1.82 1.39 -3.16
Sb -1.79 0.79 -1.09
C -3.90 0.38 -1.04
C -2.02 2.83 -0.37
C -1.93 2.92 1.12
C -2.99 2.43 1.89
C -2.93 2.41 3.27
C -1.80 2.88 3.92
C -0.75 3.38 3.17
C -0.79 3.42 1.78
C 0.37 3.98 1.03
Sb 1.64 2.45 0.15
C 3.37 3.75 0.08
C 2.13 1.63 2.06
H -2.67 2.05 -3.34
H -1.92 0.51 -3.80
H -0.90 1.90 -3.42
H -4.44 1.24 -1.43
H -4.22 0.17 -0.02
H -4.11 -0.50 -1.65
H -3.00 3.15 -0.73
H -1.27 3.44 -0.87
H -3.87 2.06 1.39
H -3.77 2.01 3.84
H -1.74 2.85 5.00
H 0.12 3.77 3.68
H 1.02 4.55 1.71
H 0.06 4.66 0.23
H 3.50 4.23 1.05
H 3.23 4.52 -0.68
H 4.26 3.18 -0.16
H 2.33 2.43 2.77
H 3.01 1.00 1.97
H 1.29 1.02 2.41
O 0.47 -5.21 -4.98
C 0.35 -4.43 -3.89
C -0.12 -4.89 -2.66
C -0.23 -3.99 -1.62
N 0.11 -2.70 -1.71
C 0.58 -2.29 -2.89
Br 1.16 -0.50 -3.05
C 0.71 -3.10 -4.00
H 0.17 -6.11 -4.78
H -0.41 -5.92 -2.52
H -0.60 -4.31 -0.66
H 1.10 -2.71 -4.93
C 3.19 -2.13 2.05
S 2.54 -2.20 0.38
C 4.03 -1.64 -0.45
O 1.60 -1.02 0.22
H 3.97 -2.89 2.14
H 2.37 -2.36 2.73
H 3.59 -1.14 2.25
H 4.83 -2.37 -0.29
H 4.31 -0.66 -0.07
H 3.80 -1.57 -1.51
C -2.21 -2.36 -0.09
H -2.17 -3.36 0.35
H -2.66 -2.46 -1.09
H -2.90 -1.78 0.53
O -0.07 -1.66 3.68
N -0.21 -1.80 2.49
O 0.13 -2.85 1.88
O -0.72 -0.88 1.77

The LUMO energy (alpha / beta) is 0.08 / 0.09 eV. The expectation value of S² is 0.771. Its multiplicity is 2. Its HOMO energy (alpha / beta) is -7.29 / -7.70 eV. Its net charge is 0. Its HOMO-LUMO gap (alpha / beta) is 7.4 / 7.8 eV.

Results of the Löwdin charge analysis, in e, for atoms 1 through 6: number 1, Co, carries 0.206; number 2, C, carries -0.356; number 3, Sb, carries 1.370; number 4, C, carries -0.321; number 5, C, carries -0.330; number 6, C, carries -0.294

4.
# C2H3O6S2

A structure of composition C2H3O6S2 at a distorted geometry (ωB97M-V/def2-TZVPD, the OMol25 dataset).

Atoms and positions in Å:
C -0.68 -0.34 -0.72
C -1.81 -0.14 0.18
O 1.04 2.63 0.72
O 2.22 -1.56 -1.59
O 0.23 -1.38 -0.25
O 0.70 0.54 2.04
O 2.22 0.45 -0.04
O -0.63 0.11 -1.83
S 1.89 -1.19 -0.25
S 0.76 1.12 0.63
H -1.32 0.06 1.18
H -2.50 -0.92 0.38
H -2.11 0.64 -0.44

The LUMO energy is 3.49 eV. Its multiplicity is 1. Its HOMO energy is -5.20 eV. Its net charge is -1. Its HOMO-LUMO gap is 8.7 eV.

Results of the Löwdin charge analysis, in e, for atoms 1 through 6: number 1, C, carries -0.673; number 2, C, carries -0.026; number 3, O, carries -0.481; number 4, O, carries -0.419; number 5, O, carries -0.319; number 6, O, carries -0.486

5.
# C3H12O2S2

A cluster of 3 separate species, C3H12O2S2 in total at a distorted geometry (ωB97M-V/def2-TZVPD, the OMol25 dataset).

Atoms and positions in Å:
C -0.01 2.25 -1.67
C 1.31 1.49 -1.31
S 1.18 -0.40 -0.94
S 1.05 -0.28 1.25
C 0.26 -1.96 1.58
H -0.77 1.68 -2.26
H -0.51 2.54 -0.77
H 0.35 3.12 -2.30
H 1.72 1.95 -0.34
H 2.02 1.65 -2.18
H -0.66 -1.99 2.16
H 1.07 -2.51 2.17
H 0.12 -2.41 0.63
H -3.57 -1.34 -1.00
H -2.14 -1.53 -0.38
O -3.04 -1.58 -0.19
H -2.62 0.78 0.91
H -1.22 0.52 1.09
O -1.81 1.31 0.90

The LUMO energy (alpha / beta) is -5.63 / -8.14 eV. The expectation value of S² is 0.755. Its multiplicity is 2. Its HOMO energy (alpha / beta) is -14.86 / -14.88 eV. Its net charge is +1. Its HOMO-LUMO gap (alpha / beta) is 9.2 / 6.7 eV.

Results of the Löwdin charge analysis, in e, for atoms 1 through 6: number 1, C, carries -0.138; number 2, C, carries -0.482; number 3, S, carries 0.734; number 4, S, carries 0.706; number 5, C, carries -0.337; number 6, H, carries 0.094

6.
# C3H7NO2

A structure of composition C3H7NO2 (ωB97M-V/def2-TZVPD, the OMol25 dataset).

Atoms and positions in Å:
N -1.50 -0.77 -1.30
C -1.31 -1.18 -0.06
O -1.78 -1.92 0.74
C 0.48 -0.68 0.41
C 0.46 0.82 0.64
O 0.38 1.43 -0.65
H -1.08 0.16 -1.44
H -0.19 -1.05 -0.83
H 1.37 -0.93 -0.19
H 0.53 -1.26 1.33
H -0.40 1.10 1.26
H 1.38 1.14 1.16
H 0.26 2.38 -0.54

The LUMO energy is 0.56 eV. Its multiplicity is 1. Its HOMO energy is -9.14 eV. Its net charge is 0. Its HOMO-LUMO gap is 9.7 eV.

Results of the Löwdin charge analysis, in e, for atoms 1 through 6: number 1, N, carries 0.118; number 2, C, carries -0.557; number 3, O, carries 0.113; number 4, C, carries -0.095; number 5, C, carries -0.284; number 6, O, carries -0.087

In order of appearance, energy relative to the best compared isomer or geometry (same formula, charge and spin) = 56.5 487.7 7.0 56.0 107.9 475.4 kJ/mol.